ORCA calculation (the ωB97M-V functional and the def2-TZVPD basis) on a structure of composition C36H39ClP2Pt.

As for the expectation value of S²: 6.038. The frontier orbital gap (spin up / spin down) is 5.76 / 5.78 eV. The value obtained for the largest force on an atom is 6.8 eV/Å. For the energy relative to the best compared isomer or geometry (same formula, charge and spin), the calculation gives 189.80 kJ/mol. Its spin multiplicity is 5. Its total charge is +2.

Geometry (Å):
Pt 0.3804 -1.5335 1.4321
C 1.1734 -2.9543 0.3898
C 0.8725 -1.8538 -0.6588
C -0.3303 -2.0585 -1.5962
C -1.6679 -1.7884 -0.8831
C -1.4178 -1.4493 0.5723
C -1.3197 -2.5532 1.5594
C -1.0817 -3.9978 1.0863
C 0.2964 -4.1831 0.3267
C -0.8523 2.7716 0.4134
H 2.2780 -3.1062 0.4770
H 1.8075 -2.0459 -1.3096
H -0.2861 -3.0834 -2.0040
H -0.2027 -1.3780 -2.4521
H -2.1498 -0.9185 -1.3475
H -2.3436 -2.6479 -0.9645
H -1.8380 -0.4742 0.8581
H -1.9202 -2.3965 2.4537
H -1.9381 -4.3686 0.5125
H -1.0226 -4.6313 1.9757
H 0.8505 -4.9918 0.8162
H 0.1436 -4.4852 -0.7121
H -0.5403 1.8710 0.9611
H -1.5998 3.3334 0.9979
H 0.0246 3.4211 0.2623
P 1.8474 0.1490 -1.6541
P -1.5354 2.3598 -1.1925
C 0.8687 1.4523 -2.2527
C -0.5681 1.3100 -2.2243
C 3.4612 0.1255 -0.9355
C 4.3250 -0.6488 -1.7823
C 5.6963 -0.5130 -1.6467
C 6.1879 0.2736 -0.5776
C 5.3469 0.8810 0.3833
C 3.9577 0.7542 0.2528
C 1.7134 -2.3501 2.9232
C 1.0589 -2.9404 3.9780
C 1.8065 -3.6243 4.9474
C 3.2066 -3.6903 4.7938
C 3.8442 -3.0890 3.7032
C 3.0997 -2.3674 2.7568
C -1.7573 3.9517 -2.0140
C -0.6078 4.6657 -2.3830
C -0.7473 5.9388 -2.9399
C -2.0243 6.4694 -3.1534
C -3.1656 5.7513 -2.7792
C -3.0375 4.4819 -2.2101
C -3.1725 1.6226 -1.0157
C -3.7145 1.4413 0.2671
C -4.9193 0.7568 0.4162
C -5.5921 0.2643 -0.7087
C -5.0718 0.4796 -1.9897
C -3.8646 1.1604 -2.1517
H 1.3479 2.3955 -2.6720
H -1.1662 0.6830 -2.9368
H 3.8264 -1.2752 -2.5279
H 6.3604 -0.9789 -2.3894
H 7.2684 0.4141 -0.5084
H 5.7914 1.4843 1.1919
H 3.2430 1.1422 0.9868
H -0.0270 -2.8312 4.0452
H 1.2911 -4.0738 5.7995
H 3.7901 -4.2437 5.5239
H 4.9407 -3.1632 3.5753
H 3.5287 -1.8254 1.9110
H 0.3778 4.2259 -2.2164
H 0.1450 6.5098 -3.1962
H -2.1305 7.4563 -3.6091
H -4.1608 6.1728 -2.9120
H -3.9145 3.9064 -1.9081
H -3.1909 1.8425 1.1383
H -5.3310 0.6194 1.4169
H -6.5294 -0.2782 -0.5842
H -5.6071 0.1223 -2.8711
H -3.4627 1.3498 -3.1517
Cl 1.1624 1.0564 2.8420
C -0.1824 -0.0993 2.8111
H -0.2484 -0.6018 3.7759
H -1.0809 0.4266 2.4880